Entry 1:
C5H5O15Sr as an isolated structure, computed with the ωB97M-V functional and the def2-TZVPD basis.

Output
molecular weight = 392.7 Da
2S+1 = 2
gap between HOMO and LUMO (spin up / spin down) = 6.527 / 2.899 eV
<S²> = 0.76
total charge = -2

```
26
Properties=species:S:1:pos:R:3:forces:R:3
Sr 0.20477 0.19201 -0.21174 0.605 -0.008 1.579
O 2.48356 3.84228 0.61269 -0.172 0.178 0.235
C 1.97712 2.61261 0.41587 0.140 -4.841 1.644
O 2.02841 1.64120 1.16557 1.206 0.790 2.607
O 1.45392 2.38314 -0.68471 -1.603 1.914 -4.019
H 2.05766 4.05149 -0.22185 0.282 2.088 -0.911
O 0.84117 -1.48625 -4.63214 0.045 0.054 -0.240
C 0.39449 -1.49142 -3.39022 -0.403 1.176 3.211
O -0.04737 -2.50950 -2.85764 -0.651 -1.163 -0.122
O 0.47522 -0.41892 -2.69458 0.019 -1.042 -1.578
H 1.15006 -0.58391 -4.52274 0.792 1.020 -1.305
O -4.25940 -0.28813 -0.51399 -1.800 -0.396 0.201
C -2.98499 -0.52194 -0.67432 3.915 -3.002 -0.695
O -2.52985 -1.71533 -0.84578 -1.105 2.078 0.006
O -2.27719 0.51801 -0.61619 0.343 -0.176 -0.425
H -4.02711 0.62292 -0.32004 -1.451 1.497 0.399
O -2.03836 1.38389 3.83767 -3.686 1.784 2.187
C -0.98400 0.93769 3.24030 5.307 -3.394 0.847
O -0.88479 1.08478 2.02030 -0.454 0.529 -2.429
O -0.14753 0.33650 3.98499 -1.268 0.871 -0.547
H -2.59010 1.83084 3.19157 0.035 -0.005 -0.326
O 2.33893 -3.37867 1.12379 -0.480 -2.142 -0.059
C 1.59493 -2.40996 0.55311 0.289 2.670 0.858
O 2.21420 -1.33123 0.52231 1.757 1.792 -0.765
O 0.41666 -2.43168 0.24497 -1.991 -2.288 -0.539
H 3.13961 -2.87042 1.27280 0.328 0.016 0.187
```
Forces are in eV/Å.

These are the natural (NBO) partial charges, in e, on atoms 1 to 4: number 1, Sr, carries 1.863; number 2, O, carries -0.716; number 3, C, carries 0.914; number 4, O, carries -0.738


Entry 2:
A 2-piece molecular cluster, C19H18F overall, computed with the ωB97M-V functional and the def2-TZVPD basis.

Output
molecular weight = 265.4 Da
gap between HOMO and LUMO = 5.653 eV
total charge = +1

```
38
Properties=species:S:1:pos:R:3:forces:R:3
H -0.48176 0.53250 3.28038 0.401 -0.689 -0.226
C -0.63870 2.04957 4.54269 1.359 1.109 -0.053
C 0.35577 1.74670 5.54639 -1.537 -1.058 0.100
C 1.29130 2.65464 5.86165 0.572 1.777 0.014
C 1.43776 3.94124 5.05064 -0.560 -0.936 -0.320
C 0.53392 4.06585 3.83797 -0.219 -1.043 1.180
C -0.41054 3.09721 3.57772 0.028 0.251 0.571
H -1.63318 1.61425 4.62103 0.261 -0.281 -0.275
H 0.21016 0.83256 6.15948 0.108 0.811 -0.435
H 1.89370 2.56278 6.79738 -0.356 -0.054 -1.089
H 1.35190 4.83293 5.69766 0.050 -0.262 -0.164
H 2.47899 3.96246 4.67938 -0.048 0.134 0.086
H 0.55802 4.98662 3.25170 0.229 -0.376 0.034
H -1.08315 3.19962 2.72461 0.055 -0.036 0.342
F 4.98903 0.29429 1.55672 -1.346 -0.285 -0.249
C 3.63883 0.00738 1.60371 1.184 0.274 0.916
C 3.23745 -1.00803 2.46631 0.021 -0.211 -0.410
C 1.88348 -1.21851 2.63522 -0.822 -0.177 -0.046
C 0.92806 -0.42155 1.98432 1.069 1.068 0.179
C -0.42433 -0.35501 2.58419 -1.032 -0.102 -0.529
C -1.66750 -0.20224 1.75615 -1.193 0.356 -0.468
C -2.80975 -0.97905 2.06569 0.093 0.411 -0.304
C -4.07757 -0.64989 1.55213 0.615 -0.162 0.014
C -4.23335 0.42501 0.66391 -0.299 -0.178 0.640
C -3.10343 1.14091 0.28804 0.345 -0.120 0.164
C -1.83506 0.83396 0.82746 -1.067 -0.059 -0.320
C 1.38289 0.55948 1.08611 0.115 -0.122 -0.126
C 2.74215 0.80993 0.92491 0.160 -0.294 -0.332
H 3.94358 -1.64587 2.98468 0.152 0.222 -0.150
H 1.49333 -2.02926 3.27343 0.492 0.517 -0.148
H -0.58198 -1.23963 3.16853 0.031 -0.405 0.707
H -2.67563 -1.85719 2.70671 -0.230 0.398 -0.072
H -4.93398 -1.24818 1.86166 0.171 0.162 -0.157
H -5.25094 0.72129 0.34796 0.826 -0.251 -0.002
H -3.21179 1.96959 -0.41131 0.151 -0.201 0.132
H -1.00440 1.41494 0.46487 -0.062 0.157 0.194
H 0.69242 1.13060 0.46513 0.351 -0.101 0.490
H 3.10360 1.60031 0.26904 -0.065 -0.244 0.114
```
Forces are in eV/Å.

These are the natural (NBO) partial charges, in e, on atoms 1 to 4: number 1, H, carries 0.192; number 2, C, carries 0.075; number 3, C, carries -0.296; number 4, C, carries 0.025


Entry 3:
A 2-piece molecular cluster, H3O3P overall, computed with the ωB97M-V functional and the def2-TZVPD basis.

Output
SMILES = O=PO.O
molecular weight = 82.0 Da
gap between HOMO and LUMO = 10.828 eV

```
7
Properties=species:S:1:pos:R:3:forces:R:3
O 1.59344 1.27944 0.65836 -0.229 2.087 0.626
P 2.07436 0.06702 0.04644 -0.873 -2.019 -0.141
O 0.90534 -1.03421 0.12816 0.999 -0.897 -0.674
H -0.07577 -1.00736 0.19683 0.329 0.821 0.342
O -1.55166 -0.09700 -0.25933 -1.274 0.620 1.871
H -1.86787 0.69896 0.29903 1.272 -1.665 -2.032
H -1.07784 0.09315 -1.06948 -0.224 1.052 0.007
```
Forces are in eV/Å.

These are the natural (NBO) partial charges, in e, on atoms 1 to 4: number 1, O, carries -1.044; number 2, P, carries 1.542; number 3, O, carries -1.076; number 4, H, carries 0.547


Entry 4:
An isolated ion of composition C3H4NO and charge +1, computed with the ωB97M-V functional and the def2-TZVPD basis.

Output
SMILES = C#COC=[NH2+]
molecular weight = 70.1 Da
gap between HOMO and LUMO = 10.262 eV
total charge = +1

```
9
Properties=species:S:1:pos:R:3:forces:R:3
C -2.00627 1.10461 0.66426 0.768 -1.998 -0.878
C -1.33327 0.22756 0.18250 -0.066 1.329 0.678
O -0.64314 -0.74355 -0.40409 -1.163 -0.500 -0.287
C 0.61476 -0.88569 -0.54008 1.800 0.004 0.060
N 1.52863 -0.11574 -0.04103 -0.908 1.104 0.227
H -2.84440 1.60392 1.06218 -0.165 0.755 0.327
H 0.93725 -1.75432 -1.10735 -0.346 0.004 -0.047
H 1.23616 0.72321 0.47060 0.152 -0.252 -0.070
H 2.51026 -0.16000 -0.28699 -0.072 -0.445 -0.012
```
Forces are in eV/Å.

These are the natural (NBO) partial charges, in e, on atoms 1 to 4: number 1, C, carries -0.149; number 2, C, carries 0.191; number 3, O, carries -0.371; number 4, C, carries 0.580


Entry 5:
C48H58N8S3 as an isolated structure, computed with the ωB97M-V functional and the def2-TZVPD basis.

Output
molecular weight = 843.2 Da
gap between HOMO and LUMO = 7.544 eV

```
117
Properties=species:S:1:pos:R:3:forces:R:3
C 2.17839 7.03757 -1.15253 0.867 0.807 -0.691
C 1.34563 6.54286 -0.46854 -0.398 -0.602 0.781
C 0.40005 5.94610 0.45318 -0.675 0.005 -0.452
C -0.12724 4.54822 0.02063 0.170 0.460 0.679
C -0.06016 3.48904 1.14774 0.279 -0.546 -0.837
C 0.82327 2.29321 0.83901 -0.593 0.040 0.232
C 0.39958 1.01618 1.09279 0.537 0.276 -0.213
C 1.21151 -0.12454 0.80216 0.825 0.253 -0.421
C 0.70182 -1.49757 1.13376 -0.362 0.292 0.252
C 0.75780 -1.80319 2.65011 0.502 -0.008 -0.175
C 2.01942 -2.58832 3.06299 -0.577 0.740 -0.245
C 3.25188 -1.69130 2.91712 -0.933 -0.759 0.207
N 4.39386 -2.01883 3.81152 0.398 1.211 -0.999
C 4.39520 -1.14358 4.99638 -0.764 -1.035 0.601
C 3.19157 -1.37978 5.91133 0.340 0.846 -0.039
C 3.15781 -0.29053 6.99441 0.181 -0.446 -0.090
C 4.37282 -0.26614 7.91251 -0.401 0.393 0.235
C 5.56167 -1.88213 3.05335 0.447 -0.138 0.018
S 6.75972 -0.79909 3.29944 -0.012 0.060 0.269
S 5.68202 -3.01487 1.69371 -0.248 -0.112 -0.023
C 6.36626 -1.93151 0.40625 -0.218 -0.027 -0.086
C 6.16832 -2.54086 -0.99315 0.374 0.710 0.193
C 7.33835 -2.15510 -1.90568 -0.049 -0.207 -0.330
C 2.44103 0.05679 0.23209 0.048 -0.620 -0.082
C 2.95919 1.35305 -0.03121 -1.462 -1.155 0.699
N 4.14616 1.64822 -0.51727 0.509 0.975 -0.234
S 4.17210 3.27779 -0.54941 0.888 -0.320 -0.317
N 2.74526 3.61411 0.02229 -0.687 0.528 0.342
C 2.12866 2.46157 0.28834 0.164 0.093 0.016
H 2.92002 7.58368 -1.67527 0.089 -0.060 -0.246
H -0.44529 6.63421 0.48090 -0.123 0.041 0.250
H 0.82549 5.94356 1.45051 0.166 -0.156 0.151
H -1.16717 4.67537 -0.26173 -0.122 -0.073 -0.158
H 0.41749 4.24517 -0.86258 0.074 -0.253 -0.110
H -1.05655 3.07886 1.27169 -0.168 0.037 0.400
H 0.27767 3.91946 2.08638 -0.092 0.217 0.136
H -0.57344 0.81740 1.52014 -0.188 0.221 0.036
H -0.33562 -1.52336 0.80263 -0.134 -0.221 -0.049
H 1.25333 -2.23765 0.55988 0.040 -0.178 -0.023
H 0.78380 -0.84810 3.17701 -0.220 0.096 0.185
H -0.12962 -2.33371 2.98230 -0.144 -0.132 -0.123
H 1.87946 -2.89707 4.09148 0.191 -0.324 0.112
H 2.07524 -3.44885 2.40175 0.285 -0.357 0.195
H 2.93311 -0.66154 3.07725 0.240 0.265 0.307
H 3.56180 -1.74006 1.88513 0.230 0.014 -0.082
H 5.27183 -1.40430 5.57233 0.395 0.266 -0.068
H 4.39988 -0.08738 4.73216 0.320 0.133 -0.275
H 3.26115 -2.36533 6.36383 -0.214 -0.214 -0.022
H 2.26430 -1.26197 5.35762 -0.153 -0.314 -0.100
H 2.24931 -0.44327 7.57492 -0.052 0.135 0.172
H 3.07539 0.68204 6.51176 -0.124 0.120 -0.131
H 4.40599 -1.14298 8.55346 0.175 -0.197 -0.039
H 4.30050 0.60405 8.56299 0.005 0.028 0.180
H 5.30368 -0.14520 7.37179 0.191 -0.187 -0.133
H 7.40152 -1.68571 0.60537 0.192 -0.257 0.145
H 5.81398 -0.99706 0.46724 -0.004 0.175 0.069
H 6.02941 -3.61566 -0.93753 -0.030 -0.156 -0.116
H 5.27872 -2.08325 -1.41543 -0.358 -0.287 0.011
H 7.85964 -1.27242 -1.54971 0.065 0.135 0.119
H 6.99388 -1.90908 -2.90700 -0.091 -0.053 -0.129
H 8.06091 -2.95978 -2.01641 0.143 -0.058 0.150
H 3.04945 -0.80301 -0.01635 0.059 -0.052 -0.061
N 7.79847 1.58887 -3.10253 -0.054 0.021 -0.007
C 6.52991 1.86853 -2.80177 0.110 -0.011 -0.002
C 5.63867 2.44880 -3.69510 0.219 -0.052 -0.042
C 6.09643 2.75438 -4.96718 -0.125 0.052 -0.042
C 7.41147 2.47155 -5.29415 -0.018 0.000 0.004
C 8.21763 1.88912 -4.32829 0.072 -0.046 0.035
H 6.22233 1.60956 -1.79693 -0.066 -0.045 -0.012
H 4.61882 2.65225 -3.40288 -0.011 0.001 -0.007
H 5.43434 3.20699 -5.69479 -0.003 -0.004 -0.001
H 7.80542 2.69566 -6.27595 0.015 -0.008 0.000
H 9.25330 1.64766 -4.54265 -0.007 0.021 -0.045
N 2.54680 -0.54264 -4.21421 -0.002 0.018 0.030
C 2.44356 0.65798 -3.64904 -0.031 -0.006 0.049
C 1.51801 1.61399 -4.04369 0.021 0.010 0.019
C 0.65407 1.30686 -5.08156 -0.037 0.045 -0.030
C 0.74964 0.06170 -5.68066 0.015 0.011 0.025
C 1.70939 -0.82230 -5.20968 0.043 -0.064 -0.001
H 3.12991 0.86304 -2.83501 0.022 -0.023 -0.004
H 1.47843 2.57565 -3.54757 0.009 -0.009 0.021
H -0.08138 2.02650 -5.41837 0.000 0.000 0.001
H 0.09634 -0.22030 -6.49490 0.005 -0.020 -0.003
H 1.81674 -1.80828 -5.64884 -0.035 0.013 -0.036
N -3.41715 -3.01053 2.05335 -0.020 0.091 -0.047
C -4.01388 -3.65638 1.05360 0.061 -0.108 0.025
C -4.94120 -3.07620 0.20129 0.053 0.066 0.080
C -5.27504 -1.74524 0.39501 0.091 0.055 0.019
C -4.66437 -1.05876 1.43295 0.022 -0.006 -0.030
C -3.74817 -1.73227 2.22658 0.082 -0.029 0.069
H -3.73006 -4.69674 0.93516 -0.029 0.000 -0.045
H -5.38953 -3.65804 -0.58987 -0.024 -0.047 0.000
H -5.99876 -1.25582 -0.24105 -0.067 -0.055 0.006
H -4.89361 -0.01924 1.62513 0.009 0.004 0.018
H -3.24745 -1.22711 3.04643 -0.040 0.045 -0.001
N -8.19936 -2.40335 -0.94177 -0.106 -0.059 -0.161
C -9.45689 -2.60287 -0.55190 0.057 0.095 0.121
C -10.33333 -3.46895 -1.18752 0.017 -0.009 -0.025
C -9.88040 -4.16602 -2.29455 -0.032 -0.027 -0.029
C -8.57582 -3.96959 -2.71852 -0.012 -0.004 0.016
C -7.78146 -3.08306 -2.00918 0.029 0.079 0.029
H -9.77227 -2.03437 0.31575 -0.073 -0.050 0.005
H -11.34386 -3.58975 -0.82299 0.000 0.022 0.019
H -10.53348 -4.85058 -2.82029 0.001 -0.002 0.000
H -8.18152 -4.49135 -3.57956 0.021 0.006 0.002
H -6.75438 -2.90206 -2.30947 -0.007 -0.013 -0.065
N -11.78860 0.94404 -0.11344 0.007 0.005 -0.067
C -12.74328 1.40311 -0.91995 -0.034 -0.021 0.070
C -12.52954 1.74840 -2.24595 0.028 -0.008 0.008
C -11.25151 1.61174 -2.76322 0.006 0.008 -0.049
C -10.24552 1.13728 -1.93802 -0.017 0.004 -0.014
C -10.56701 0.81935 -0.62723 0.006 -0.037 0.111
H -13.72793 1.49687 -0.47504 -0.018 0.014 -0.045
H -13.34443 2.11427 -2.85527 -0.014 0.003 0.014
H -11.04317 1.87070 -3.79347 -0.001 0.001 0.000
H -9.23382 1.01392 -2.29942 0.009 -0.022 0.021
H -9.81063 0.44151 0.05206 0.061 0.027 -0.054
```
Forces are in eV/Å.

These are the Mulliken partial charges, in e, on atoms 1 to 4: number 1, C, carries 0.070; number 2, C, carries -0.578; number 3, C, carries -0.731; number 4, C, carries -0.613


Entry 6:
C4H8N2OS as an isolated structure, computed with the ωB97M-V functional and the def2-TZVPD basis.

Output
molecular weight = 132.2 Da
gap between HOMO and LUMO = 9.400 eV

```
16
Properties=species:S:1:pos:R:3:forces:R:3
C 0.96039 1.94855 0.91401 0.197 -2.385 1.206
C 0.10431 0.58292 -1.02194 -0.355 0.108 0.526
C -0.28441 -1.86304 -0.74858 -1.230 -4.073 -0.752
C -0.74028 -0.55890 -0.36320 1.748 0.527 4.079
H 0.89188 3.01687 0.49303 -0.750 -1.697 0.891
H 1.86656 1.94116 1.65254 -1.279 -0.077 -1.768
H 0.11324 1.28989 1.60545 1.696 2.893 -2.250
H -0.58897 1.49202 -1.28627 1.551 -1.673 0.340
H -0.51063 -2.74591 -0.04893 0.257 1.257 -1.108
H -1.79088 -0.57782 -0.64291 -0.176 0.726 0.145
H 0.21442 -0.87548 1.58577 2.948 -1.188 1.099
H -1.53380 -1.34496 1.38704 3.747 1.851 0.163
N 0.06219 -2.13452 -1.92381 2.092 2.383 -0.601
N -0.61483 -0.72737 1.15665 -8.281 1.119 -1.710
O 1.29407 1.00908 -0.23208 -1.864 0.190 0.043
S 0.55674 -0.45248 -2.52678 -0.302 0.038 -0.305
```
Forces are in eV/Å.

These are the natural (NBO) partial charges, in e, on atoms 1 to 4: number 1, C, carries -0.332; number 2, C, carries -0.041; number 3, C, carries 0.077; number 4, C, carries -0.176